102
Properties=species:S:1:pos:R:3:lowdin_charge:R:1 method="wB97M-V/def2-TZVPD" fmax_ev_per_a=2.76 gap_ev=1.7 charge=+1 total_energy_ha=-8470.89528 relative_energy_ev=0.0000
Li -3.12510 -2.98878 5.43451 0.860
H 5.09752 3.92132 -2.55762 0.108
H 6.79085 2.50739 0.10204 -0.015
C 2.34404 -1.24227 -1.74615 -0.091
H 2.21803 0.32680 1.99863 0.089
H -2.99664 -5.73639 -2.54144 0.078
C 3.50727 -2.02613 -1.83300 -0.080
O 2.48017 6.93355 1.25424 0.087
F -0.41513 0.99132 -4.36193 -0.187
H -4.50862 5.73893 4.50527 0.092
Cl -2.06984 -4.02432 -5.29508 0.553
C 2.39589 0.22065 -1.94405 -0.273
C -1.23420 1.76207 2.64287 -0.076
C -1.68248 -0.43409 1.47038 -0.433
N -1.56453 -3.79468 -0.36658 -0.060
H -1.71815 -7.03128 -0.50823 0.100
O 0.92529 5.35567 1.48962 0.007
O -4.11268 -2.16155 1.60182 -0.046
O 5.84466 -2.05950 -2.16907 0.116
C 4.82913 -1.40478 -2.08389 -0.277
C 3.42752 -3.39925 -1.66189 0.025
C -3.42508 4.77442 2.93503 -0.168
N -3.86442 -1.01791 3.87687 -0.107
O 0.07984 0.44721 4.40881 -0.281
C -2.30092 -3.94017 -1.51561 -0.131
S 0.39037 1.20324 3.22793 0.676
H -3.08909 4.82094 5.08452 0.072
H 7.02537 0.09308 -2.41625 0.121
Cl 7.32915 4.85125 -0.02023 0.387
N -2.96492 3.42356 2.56903 0.036
H 7.14228 2.59065 -2.61502 0.063
C -1.73323 -5.63896 -5.91237 -2.062
H -6.22700 1.87401 1.60559 0.040
H 2.14882 -5.06389 -1.24232 0.100
H -4.49397 3.95095 4.57174 0.085
C 1.81550 6.10421 1.95428 -0.959
H 6.94320 3.25195 1.72432 0.035
O 1.38229 0.90804 -1.91891 0.044
H 0.70745 0.18379 1.03806 0.055
C -3.90948 4.84883 4.38225 -0.034
C 3.81091 2.23493 -2.29780 -0.030
C -0.98305 3.93062 3.74632 -0.049
C 1.15609 0.13675 2.01945 -0.078
H -3.92876 0.70786 0.91327 0.136
Cl -1.36187 -5.55122 -7.63722 0.526
O 2.15256 6.12261 3.18568 0.034
C 3.73096 0.85726 -2.16230 -0.069
C 1.12423 -1.84788 -1.46788 0.006
Li -0.24978 3.44914 -2.70910 0.830
P -5.46003 2.99578 1.23970 0.751
O 2.59570 -4.16765 1.07676 -0.070
H -0.66712 -5.06490 1.06877 0.099
F -3.71077 -0.60147 -2.13023 -0.206
H -2.64950 5.49552 2.72278 0.134
O -1.32982 -0.66988 0.38726 0.233
O 1.27611 -5.34856 2.32522 -0.101
S -1.80574 1.72502 -4.58535 0.476
C 4.89236 0.08454 -2.21452 -0.064
C -1.72643 3.03452 2.98479 -0.124
C 2.20566 -3.99388 -1.38576 -0.033
Cl -3.14909 -6.67068 -5.66803 0.515
O -2.15348 1.39504 -5.91306 -0.219
N -2.70850 1.17259 -3.43471 -0.295
O -1.79415 -1.52570 2.36003 -0.029
N 2.03889 -5.26238 1.32855 -0.609
C -1.26015 -5.00980 0.16464 -0.139
C -1.79792 -5.96745 -0.65146 -0.065
O -1.64148 -1.12611 -3.12700 -0.289
H 0.10722 -3.68813 -1.05834 0.070
H -3.73447 -2.78291 0.94219 0.117
H -3.86306 -3.89163 3.59566 0.105
O -2.99653 -3.45021 3.57967 -0.181
O -1.43014 3.10637 -4.33803 -0.389
C 6.12798 0.69679 -2.38653 -0.004
Cl 4.83370 3.56374 0.79528 0.672
C 1.05714 -3.21995 -1.28332 -0.014
S -2.83153 -0.41693 -3.45990 0.478
O -5.42182 3.28424 -0.19505 -0.366
H -1.28161 -2.92614 0.03458 0.097
H 2.91095 2.83113 -2.26332 0.108
H -4.04831 -1.45601 4.76251 -0.059
Cl -0.35439 -6.32545 -5.04505 0.521
O 2.20507 -6.23798 0.58456 -0.039
H -2.62538 -3.08435 -2.08035 0.083
O 1.27969 2.29249 3.45850 -0.258
C 6.55423 3.37889 0.71781 -1.004
H -4.26026 5.06541 2.31649 0.086
C -0.28352 4.87622 3.96102 0.265
H -5.96526 4.05585 2.01128 0.027
H 4.32140 -4.00168 -1.73518 0.132
P -3.20233 -1.98408 2.85757 0.390
H 0.38177 5.68610 4.16410 0.070
C 5.03819 2.84429 -2.46087 -0.105
Ca 9.27661 3.52148 -0.30535 0.942
C 6.19642 2.07507 -2.50059 -0.116
H 0.23085 -1.24832 -1.39328 0.079
C -2.46706 -5.28669 -1.71762 -0.085
C -3.75343 2.60272 1.83389 -0.215
C -3.30123 1.36618 1.49048 0.014
H 1.01384 -0.88009 2.37753 0.088
C -2.04394 0.94540 1.89767 -0.078
O -3.66584 -0.96632 -4.46493 -0.250

---

6
Properties=species:S:1:pos:R:3:nbo_charge:R:1 method="wB97M-V/def2-TZVPD" fmax_ev_per_a=4.76 gap_ev=9.6 smiles="ClC=C(Cl)Cl" total_energy_ha=-1457.32632 relative_energy_ev=0.9451
Cl -0.13654 1.99046 -0.04665 0.071
H 0.39678 -1.70182 0.38674 0.248
Cl 2.09048 -0.00470 -0.13304 0.070
C 0.49542 -0.49482 0.03394 -0.286
Cl -2.24063 -0.15675 -0.11329 0.081
C -0.60551 0.36764 -0.12772 -0.184

---

38
Properties=species:S:1:pos:R:3:nbo_charge:R:1 method="wB97M-V/def2-TZVPD" fmax_ev_per_a=4.03 gap_ev=5.5 charge=-1 smiles="Cc1ccc([C@H](C=[N+]([O-])[O-])[C@H](Cl)S(=O)(=O)c2ccccc2)cc1" total_energy_ha=-1832.59606
S 0.26497 0.54664 1.70523 2.019
H -1.00926 -5.84425 -1.67591 0.206
C 2.78000 1.35255 2.92314 -0.192
C -0.42088 -1.45827 -2.58865 -0.208
H 3.16863 0.43758 2.48432 0.243
O -2.23290 3.14142 -1.79871 -0.602
C -1.07613 -3.69149 -2.07608 -0.054
C 1.76101 3.55737 4.29074 -0.212
H 0.30422 -0.77979 -3.07919 0.223
H -2.60576 -3.92480 -0.47709 0.206
C -0.16038 -2.82214 -2.66077 -0.208
H -0.17388 2.84151 3.64273 0.245
C 1.41416 1.67054 2.81659 -0.215
O -1.03544 0.84340 2.26346 -0.942
H 3.79789 3.98867 4.84231 0.210
H -0.28039 -5.33054 -3.16210 0.204
H 1.33959 4.40487 4.83284 0.215
C 3.64316 2.21783 3.62994 -0.224
H 0.66950 -3.21938 -3.24751 0.202
H 4.71962 2.00262 3.63434 0.216
O -1.71297 3.15591 -4.02598 -0.551
H -1.97298 1.04040 -0.69436 0.257
C 3.11003 3.30116 4.30961 -0.210
C -1.56252 1.26831 -2.69906 -0.248
O 0.93409 -0.72873 1.84655 -0.935
C -1.17861 0.62303 -1.36504 -0.303
H -2.89123 -1.43588 -0.18212 0.216
H -1.58693 0.76338 -3.65029 0.193
N -1.83864 2.57737 -2.88995 0.427
C 0.03108 0.84992 -0.34036 -0.318
C -1.11510 -5.12042 -2.48324 -0.619
C -2.18653 -1.83706 -0.96558 -0.191
H -0.15839 1.87304 -0.04559 0.210
Cl 1.64507 0.59552 -1.00549 -0.035
C 0.90139 2.71784 3.58940 -0.212
C -1.98792 -3.24488 -1.11554 -0.220
C -1.23698 -0.94130 -1.58548 -0.004
H -2.06057 -5.39194 -2.99710 0.211

---

86
Properties=species:S:1:pos:R:3:lowdin_charge:R:1 method="wB97M-V/def2-TZVPD" fmax_ev_per_a=6.94 gap_ev=6.4 charge=+1 total_energy_ha=-2661.13995
H -4.82380 0.53310 1.85914 0.080
F -0.74393 0.61029 -1.60797 0.093
H -1.68815 -0.35187 -5.87191 0.139
F 1.32228 1.44622 -1.81952 0.109
H -2.76544 -1.36577 -2.72451 0.141
F 0.85756 -1.42550 -2.13240 0.118
H 0.86498 0.22539 0.07747 0.041
H 3.00278 -5.04547 3.67086 0.088
H -3.71101 -0.62914 1.14612 0.073
H -7.91526 -2.60314 0.40997 0.053
H 6.42794 -1.34369 3.86634 0.072
C 4.51928 -3.57053 3.82946 -0.124
C -9.56902 -3.29769 1.54270 -0.273
H -5.08651 1.33794 -2.26945 0.157
H -9.91777 -0.46367 5.22726 0.088
F 2.20973 -0.20240 -3.40614 0.150
H -8.69364 -1.71649 5.39022 0.089
C 1.32934 -0.52766 0.71145 -0.086
C -8.19437 -0.17112 4.02488 -0.267
H 2.34202 -0.18333 0.93717 0.032
N -6.30319 -0.63503 -0.70357 0.126
H -9.34626 -1.58747 0.30656 0.082
H 7.36264 -0.66555 2.53891 0.063
N -2.33518 0.64722 -4.02131 0.059
C 2.53952 -0.28591 5.13768 -0.073
C 5.31845 -1.04537 2.08016 -0.276
C 0.55859 -0.75480 1.93014 -0.266
C -0.13851 1.96654 -3.64269 -0.222
H -0.28306 5.72553 -6.28120 0.084
H 1.87503 0.25760 4.46424 0.060
N 5.29827 -2.86316 3.35626 0.090
H -2.76266 -2.32664 -4.67595 0.140
H 8.09393 0.69458 -1.35601 0.059
H -9.29150 -3.11997 -0.55416 0.084
N -3.62754 -1.04189 -3.20704 0.058
H -1.51109 6.16126 -5.09961 0.081
N -10.01030 -3.82855 2.46175 0.134
N 4.34551 -0.78653 1.52367 0.160
F -1.63704 2.26419 -5.50225 0.088
H 2.06256 -0.30363 6.11966 0.086
C 8.77950 -1.14858 -0.56256 -0.284
F 0.69842 1.83422 -4.75667 0.128
H 6.91471 -0.15569 -0.37506 0.034
F 0.19635 -0.92533 -4.28049 0.139
C -0.43484 6.05627 -5.25174 -0.078
H 7.27577 -0.72047 -2.00001 0.078
H 7.89881 3.17827 3.49493 0.087
F -2.31563 3.00963 -3.50771 0.122
C -4.75978 -0.45465 1.39826 -0.071
C -3.38192 0.41924 -3.09611 -0.189
C 8.50739 2.45916 2.94345 -0.059
C 6.55813 -1.37465 2.78905 -0.178
H -5.03646 -1.18537 2.16018 0.087
C 0.27077 7.30785 -4.97962 -0.274
C -9.00569 -2.62247 0.37460 -0.079
C 3.53274 -4.46736 4.43032 -0.043
N -4.07352 1.16184 -2.24924 0.242
H 2.58879 -1.31662 4.78172 0.057
H -3.55185 1.67653 -1.51890 0.160
H -9.70649 -1.65904 3.95343 0.049
N -0.03804 -0.93433 2.89646 0.124
C 3.86700 0.32660 5.19444 -0.272
H 8.59189 1.56292 3.56113 0.079
N 0.82504 8.29088 -4.76580 0.137
H -4.41274 -1.49290 -5.13762 0.137
H 6.91617 -2.36335 2.53533 0.079
H 1.42208 -1.43819 0.11870 0.076
C 0.87106 -0.48033 -3.16292 -0.367
N -7.42507 0.51309 3.51217 0.121
C -5.62116 -0.55405 0.22053 -0.281
H -0.09037 5.25315 -4.59769 0.053
H 9.50824 2.88454 2.84764 0.085
C 7.92647 2.15651 1.63648 -0.237
N 9.61352 -1.81895 -0.14164 0.118
C 0.25425 0.88626 -2.54909 -0.221
H -3.27370 0.41792 -6.03910 0.149
C -1.66757 1.94055 -4.11804 -0.305
C -9.17188 -1.04146 4.67805 -0.064
H 4.00177 -5.17880 5.11287 0.089
H 2.78330 -3.91466 5.00075 0.078
C 7.71944 -0.29482 -1.09650 -0.115
C -2.61568 -0.10785 -5.27739 -0.072
N 4.91069 0.80633 5.23874 0.134
N 7.47024 1.91861 0.60904 0.147
C -3.38866 -1.38077 -4.66527 -0.098
F 0.09336 3.24248 -3.09552 0.108

---

25
Properties=species:S:1:pos:R:3:nbo_charge:R:1 method="wB97M-V/def2-TZVPD" fmax_ev_per_a=4.15 gap_ev="8.7 / 5.5" charge=+1 total_energy_ha=-589.21051 relative_energy_ev=6.4086
H -2.34175 1.52327 3.19186 0.246
H -0.76449 2.74656 0.19556 0.433
H 0.08693 1.96902 2.34370 0.258
C -2.92067 -0.71179 1.71296 0.119
H 2.94499 1.08610 -1.17318 0.240
N 0.69007 1.61422 -0.21973 -0.256
H 0.01570 -2.78061 -1.42437 0.225
H -1.14159 1.27664 -0.25422 0.419
C 2.73547 -0.88020 -1.80409 -0.282
C 0.72187 -1.96993 -1.19336 -0.234
O 2.37600 -3.09166 -2.50029 -0.574
H 1.61477 -3.66249 -2.45627 0.495
H -0.33022 0.33501 1.87903 0.245
C 2.25902 0.29317 -1.24431 -0.092
H -3.45184 -1.52701 1.27718 0.194
C -2.10381 1.49230 2.19653 -0.243
C 1.01121 0.36017 -0.58039 0.083
N -2.84988 0.45081 1.50053 -0.460
H -2.36858 2.46820 1.76411 0.193
C -0.65984 1.37790 1.73535 -0.256
H -0.85477 -0.63629 -0.40425 0.208
N -0.54821 1.80363 0.34858 -0.354
H 3.62718 -0.71542 -2.39335 0.250
C 0.19790 -0.77358 -0.69772 -0.244
C 2.05455 -2.04802 -1.79986 0.388

---

13
Properties=species:S:1:pos:R:3:nbo_charge:R:1 method="wB97M-V/def2-TZVPD" fmax_ev_per_a=0.62 gap_ev=10.2 smiles="C#CC(=O)[C@@H](C)O" total_energy_ha=-344.51499 relative_energy_ev=2.3651
C -0.01151 -1.13363 2.38498 -0.124
H 0.83805 -1.29509 -0.25078 0.220
O -2.04493 1.02982 0.52048 -0.506
C 1.06454 -0.39385 -0.82325 -0.636
C -0.94841 0.50940 0.52797 0.502
H 1.14598 -0.66637 -1.87640 0.239
H -1.64314 1.13701 -1.58906 0.487
H 0.40683 -1.87096 3.03512 0.243
H 2.03584 -0.02551 -0.48302 0.217
C -0.46390 -0.31229 1.62734 -0.136
C -0.01896 0.67496 -0.68552 0.014
H 0.46163 1.66100 -0.54749 0.183
O -0.82203 0.68551 -1.84039 -0.702

---

Please write out number 2 again, unchanged.
6
Properties=species:S:1:pos:R:3:nbo_charge:R:1 method="wB97M-V/def2-TZVPD" fmax_ev_per_a=4.76 gap_ev=9.6 smiles="ClC=C(Cl)Cl" total_energy_ha=-1457.32632 relative_energy_ev=0.9451
Cl -0.13654 1.99046 -0.04665 0.071
H 0.39678 -1.70182 0.38674 0.248
Cl 2.09048 -0.00470 -0.13304 0.070
C 0.49542 -0.49482 0.03394 -0.286
Cl -2.24063 -0.15675 -0.11329 0.081
C -0.60551 0.36764 -0.12772 -0.184